Entry 1:
32
Properties=species:S:1:pos:R:3:mulliken_spin:R:1 method="wB97M-V/def2-TZVPD" charge=0 e_above_lowest_kj_mol=0.0 s2=0.759 homo_lumo_gap_ev="9.483 / 8.374" multiplicity=2 largest_force_ev_per_a=3.11 e_lumo_ha="-0.0008 / -0.0465"
Ag -2.72902 -13.01455 -13.87662 -0.0122
O 0.61241 -10.80144 -13.53522 0.5899
O -1.26317 -10.91668 -14.44645 0.3229
O -0.88197 -12.04006 -12.59839 0.1472
O -1.56616 -14.39450 -15.62910 -0.0007
O -2.35186 -14.25579 -11.70503 -0.0004
O -5.25574 -12.66283 -13.20180 0.0001
C -5.16691 -12.24767 -11.80343 -0.0003
C -0.53024 -11.24132 -13.49267 -0.0461
C -2.98976 -16.44400 -11.78801 0.0002
C -6.59267 -12.14656 -11.24554 -0.0002
C -2.46389 -15.23629 -16.33538 -0.0008
C -3.33674 -16.07695 -15.33419 0.0010
C -1.87807 -15.50933 -12.03834 -0.0002
H -1.66313 -13.62875 -11.93755 0.0005
H -2.57290 -17.42222 -12.02763 0.0000
H -3.91755 -15.44824 -14.65931 -0.0004
H -1.87189 -15.87386 -16.99198 -0.0001
H -3.09020 -14.57282 -16.93173 0.0002
H -4.04237 -16.74526 -15.82772 0.0000
H -3.22948 -16.49043 -10.72571 0.0000
H -4.67678 -11.28421 -11.66340 0.0000
H -7.15067 -13.08071 -11.30968 0.0000
H -1.01321 -15.60353 -11.38164 -0.0001
H -4.60972 -12.97994 -11.21913 0.0005
H -3.77541 -16.19462 -12.50124 -0.0001
H -1.53105 -15.50015 -13.07157 0.0002
H -0.94075 -14.00455 -16.24425 -0.0004
H -2.57998 -16.66692 -14.81714 -0.0001
H -7.17767 -11.31417 -11.63668 0.0000
H -5.54643 -11.94628 -13.77072 -0.0007
H -6.45149 -11.96402 -10.18025 0.0000

Entry 2:
22
Properties=species:S:1:pos:R:3:lowdin_charge:R:1 method="wB97M-V/def2-TZVPD" charge=+1 e_above_lowest_kj_mol=192.8 homo_lumo_gap_ev=11.808 largest_force_ev_per_a=2.08 e_lumo_ha=-0.1227
O -7.65600 -4.65700 14.55200 -0.0402
O -11.88400 -6.29100 11.78300 -0.0788
O -9.27200 -6.59900 12.91600 -0.0153
O -11.60300 -2.58100 12.94600 -0.0159
O -8.67700 -3.75100 12.12700 -0.0310
O -10.45100 -4.66900 14.46800 0.1903
O -9.51800 -1.97500 15.23000 0.0136
H -11.64200 -7.21400 11.62600 0.0417
H -7.62200 -4.55100 13.58100 0.0275
H -10.21600 -5.37000 13.77000 0.1129
H -11.41400 -1.67900 13.21200 0.0616
H -9.16800 -7.04000 12.08000 0.0706
H -9.73800 -1.33800 14.57400 0.0326
H -9.20800 -2.96200 11.90900 0.0616
H -11.10000 -4.04700 14.02500 0.1197
H -12.80600 -6.20900 11.42100 0.0778
H -9.76100 -4.12300 14.98200 0.1474
H -11.92700 -2.67200 12.05300 0.0712
H -7.27300 -3.83800 14.81100 0.0268
H -8.52800 -6.97900 13.36300 0.0706
H -9.06000 -4.33700 11.51100 0.0236
H -8.58500 -1.98800 15.26200 0.0316

Entry 3:
28
Properties=species:S:1:pos:R:3:lowdin_charge:R:1 method="wB97M-V/def2-TZVPD" charge=-1 e_above_lowest_kj_mol=144.3 homo_lumo_gap_ev=7.341 largest_force_ev_per_a=2.77 e_lumo_ha=0.1255
O -3.26150 -1.25870 0.77301 -0.0728
O 2.28477 -1.24121 0.93202 -0.2725
O -0.74134 2.79966 -0.59194 -0.1128
O 1.19430 2.06772 -2.33944 -0.1377
O -0.17805 0.95853 3.63202 -0.0432
N 1.64893 -0.37142 -1.28180 -0.1025
N -1.33656 -0.53028 -0.37988 -0.0336
C 2.06978 -0.11868 0.34790 -0.4716
C 0.57206 -1.29381 -1.64639 -0.2450
C -2.05099 -0.51589 0.89446 -0.3016
C -0.36234 -1.62520 -0.43536 -0.2095
H 2.06067 2.33152 -2.01766 0.0303
H -3.44410 -1.41144 -0.13552 0.0501
H -0.21096 2.67033 -1.41737 -0.0015
H -0.09703 -0.88366 -2.43054 0.0940
H 1.25318 0.44327 0.86221 0.0675
H -1.57511 -1.08784 1.70354 0.1072
H 1.25511 1.06445 -2.15011 0.0128
H 1.01072 -2.09728 -2.23786 0.0927
H -0.93347 -2.50888 -0.73057 0.1046
H -0.09972 2.55904 0.09748 0.0167
H 0.33738 -1.81651 0.38379 0.0850
H -0.97394 0.41249 -0.49692 0.0703
H -2.18842 0.49947 1.28341 0.1094
H -0.07531 0.19351 3.06042 0.0198
H 2.99086 0.45833 0.06160 0.0803
H -0.20490 1.72480 3.09656 0.0014
H 2.55269 -0.76837 -1.47747 0.0624

Entry 4:
21
Properties=species:S:1:pos:R:3:lowdin_charge:R:1 method="wB97M-V/def2-TZVPD" charge=0 e_above_lowest_kj_mol=108.9 smiles="O=C(O)O.C=CC.CO" homo_lumo_gap_ev=9.988 largest_force_ev_per_a=1.56 e_lumo_ha=0.0160
O 0.51425 -1.71705 -1.08737 0.1121
O 1.96601 0.70425 -1.04299 -0.1573
O -1.36822 -2.15060 0.07049 0.1221
O -1.30184 -0.44466 -1.32771 0.1444
C 0.10137 0.31244 1.36313 -0.2537
C 1.41303 1.45397 -2.09971 -0.1604
C -0.60050 -1.41821 -0.75516 -0.6722
C 0.55976 -0.74668 2.01032 -0.0157
C -1.25995 0.89994 1.55399 -0.1042
H -0.05631 -1.30595 2.70312 0.0633
H 0.32888 1.33442 -2.14799 0.0631
H 1.56254 -1.10875 1.85373 0.0634
H -1.97951 0.13732 1.85637 0.0753
H -2.18681 -0.39375 -0.93813 0.1341
H 1.70163 -0.23418 -1.15222 0.0492
H 1.84292 1.15915 -3.05950 0.0784
H 1.65108 2.49972 -1.91040 0.0790
H -1.60672 1.37669 0.63792 0.0640
H 0.80154 0.84418 0.67567 0.0980
H -1.22928 1.66533 2.32988 0.0781
H -0.85389 -2.86761 0.46656 0.1390